# 1
Molecular formula: C3H30N2O10S
Method: DFT, ωB97M-V/def2-TZVPD

The geometry in XYZ format:
```
46
Properties=species:S:1:pos:R:3
N -0.22 1.51 -2.20
C -0.23 0.04 -2.09
N -1.21 -0.48 -1.14
C -1.53 -1.89 -1.36
C -0.40 -2.66 -0.68
S -0.57 -4.42 -0.96
H -0.76 1.95 -2.95
H -0.36 1.97 -1.30
H 0.81 -0.16 -1.81
H -0.43 -0.61 -3.00
H -1.29 -0.25 -0.13
H -1.55 -1.87 -2.47
H -2.50 -2.24 -0.93
H -0.59 -2.56 0.39
H 0.66 -2.24 -0.79
H -1.72 -4.49 -0.27
O -2.24 -0.80 1.46
H -2.41 -1.73 1.64
H -2.24 -0.40 2.33
O 0.08 -0.65 4.12
H 0.06 -0.37 3.20
H 0.00 0.17 4.62
O 3.65 -2.28 0.59
H 3.41 -2.66 1.41
H 3.58 -1.33 0.67
O 2.55 1.04 -0.42
H 1.95 1.33 -1.10
H 2.34 0.21 -0.01
O 0.96 4.09 1.00
H 0.13 4.50 0.66
H 1.54 4.29 0.26
O 1.64 -1.22 1.36
H 1.67 -0.65 2.11
H 0.83 -1.25 0.86
O -2.89 1.82 -1.43
H -2.53 1.05 -0.97
H -2.51 1.87 -2.30
O 0.43 1.87 2.28
H 1.04 2.37 1.69
H -0.26 2.36 2.74
O -1.59 4.26 -0.13
H -1.72 3.74 -0.97
H -2.48 4.27 0.22
O 2.26 -2.25 -1.74
H 1.86 -3.09 -1.52
H 2.79 -2.15 -0.93
```

Its SMILES is NCNCCS.O.O.O.O.O.O.O.O.O.O. Its frontier orbital gap is 0.3197 hartree. The value obtained for the energy is -37886.5370 eV. The HOMO energy is -8.73 eV.



# 2
Molecular formula: C3H3N3
Method: DFT, ωB97M-V/def2-TZVPD

The geometry in XYZ format:
```
9
Properties=species:S:1:pos:R:3
H -2.03 0.06 -1.53
N -1.09 0.02 -1.53
C -0.44 0.31 -0.47
C 0.97 0.01 -0.51
N 1.51 -0.18 0.64
C 0.20 -0.03 1.50
N -0.84 0.24 0.89
H 1.40 0.11 -1.63
H 0.32 -0.55 2.63
```

Its SMILES is [H]/N=C1/C=NC=N1. Its frontier orbital gap is 0.3659 hartree. The value obtained for the energy is -7626.9852 eV. The HOMO energy is -10.89 eV.



# 3
Molecular formula: C5H8O2
Method: DFT, ωB97M-V/def2-TZVPD

The geometry in XYZ format:
```
15
Properties=species:S:1:pos:R:3
C -2.09 -0.12 -0.94
C -0.96 -0.47 0.01
C 0.16 0.58 -0.02
C 1.31 0.08 0.82
O 1.20 -0.25 1.98
C 2.71 -0.02 0.19
O 3.19 0.93 -0.38
H -2.55 0.84 -0.67
H -2.88 -0.88 -0.93
H -1.72 -0.03 -1.97
H -0.53 -1.45 -0.27
H -1.32 -0.57 1.04
H 0.48 0.79 -1.04
H -0.20 1.52 0.42
H 3.26 -0.97 0.38
```

Its SMILES is CCCC(=O)C=O. Its frontier orbital gap is 0.3525 hartree. The value obtained for the energy is -9408.8852 eV. The HOMO energy is -9.71 eV.



# 4
Molecular formula: C17H34CrF6N2O13S2
Method: DFT, ωB97M-V/def2-TZVPD

The geometry in XYZ format:
```
75
Properties=species:S:1:pos:R:3
Cr 0.69 0.01 -0.19
C 4.87 0.73 1.66
F 4.77 2.01 1.41
F 6.18 0.41 1.70
F 4.32 0.45 2.80
S 3.93 -0.18 0.24
O 4.03 -1.67 0.35
O 2.54 0.30 0.39
O 4.46 0.40 -1.00
C -0.50 4.50 0.76
F -1.03 5.52 0.12
F 0.82 4.63 0.76
F -0.86 4.36 2.02
S -0.91 2.90 -0.15
O 0.08 1.85 0.10
O -2.26 2.50 0.35
O -0.90 3.17 -1.55
C -1.16 0.83 4.85
C -0.24 -0.24 5.36
O 0.37 -0.84 4.19
C 0.04 -0.12 3.14
O 0.45 -0.29 2.00
O -0.81 0.88 3.51
H -1.05 1.81 5.32
H -2.18 0.43 4.89
H -0.76 -1.00 5.94
H 0.53 0.24 5.96
C -1.84 -2.85 -3.68
O -1.47 -1.79 -2.80
C -2.62 -1.01 -2.44
C -2.22 0.04 -1.34
N -1.38 -0.49 -0.21
C -1.97 -1.69 0.41
C -3.24 -1.21 1.13
O -2.88 0.07 1.77
C -4.01 0.59 2.53
H -2.83 -3.29 -3.58
H -1.10 -3.65 -3.75
H -1.63 -2.53 -4.71
H -3.52 -1.53 -2.11
H -2.93 -0.47 -3.34
H -3.12 0.57 -1.03
H -1.60 0.81 -1.81
H -1.94 0.10 0.40
H -1.28 -2.04 1.17
H -2.30 -2.51 -0.24
H -3.57 -1.94 1.87
H -4.06 -1.17 0.42
H -4.33 0.02 3.40
H -4.87 0.80 1.88
H -3.75 1.53 2.99
C 1.20 -3.14 0.79
O 1.20 -2.05 -0.12
C 1.36 -2.65 -1.42
C 1.65 -1.56 -2.43
N 0.74 -0.49 -2.24
C 0.83 0.51 -3.33
C 2.07 1.47 -3.07
O 2.08 1.73 -1.71
C 2.87 2.91 -1.42
H 1.17 -2.72 1.79
H 2.11 -3.73 0.80
H 0.31 -3.72 0.51
H 0.43 -3.18 -1.60
H 2.20 -3.34 -1.47
H 1.55 -1.95 -3.44
H 2.70 -1.28 -2.34
H -0.13 -0.92 -2.51
H -0.14 1.00 -3.24
H 0.84 0.15 -4.36
H 1.90 2.40 -3.62
H 2.99 0.96 -3.36
H 2.43 3.76 -1.95
H 3.89 2.73 -1.78
H 2.81 3.16 -0.36
```

The expectation value of S² is 3.77. Its frontier orbital gap (alpha / beta) is 0.3030 / 0.3438 hartree. As for the multiplicity: 4. The value obtained for the energy is -114167.2004 eV. Its charge is +1. The HOMO energy (alpha / beta) is -12.22 / -12.20 eV.